(1)
18
Properties=species:S:1:pos:R:3 method="wB97M-V/def2-TZVPD" multiplicity=1 smiles=O.O.O.O.O.O molar_mass_g_mol=108.1 homo_energy_ev=-10.716 lumo_energy_ev=0.15 relative_energy_ev=1.230 homo_lumo_gap_ev=10.8669 total_charge=0
O -5.330 4.362 19.220
H -5.530 5.149 19.727
H -4.405 4.191 19.398
O -1.850 4.678 19.829
H -1.422 5.506 19.610
H -1.546 4.067 19.158
O -7.568 3.632 18.063
H -6.668 3.736 18.371
H -7.485 3.504 17.118
O -5.296 7.102 20.030
H -5.795 7.505 19.319
H -5.491 7.641 20.796
O -3.006 3.127 21.949
H -2.706 3.598 21.172
H -3.079 3.801 22.625
O -8.944 5.535 19.536
H -9.058 5.671 20.477
H -8.155 4.998 19.465


(2)
8
Properties=species:S:1:pos:R:3 method="wB97M-V/def2-TZVPD" multiplicity=1 molar_mass_g_mol=178.0 homo_energy_ev="-8.209 / -8.293" lumo_energy_ev="-0.89 / -1.57" relative_energy_ev=6.075 homo_lumo_gap_ev="7.3203 / 6.7194" total_charge=0
C -2.268 -1.425 -0.351
C 0.917 0.565 -0.046
C 0.198 -0.618 0.054
C 1.783 1.462 -0.182
I -3.505 0.153 -0.053
H -0.169 -0.756 1.010
H 0.418 -1.515 -0.427
H 2.625 2.135 -0.004


(3)
25
Properties=species:S:1:pos:R:3 method="wB97M-V/def2-TZVPD" multiplicity=1 smiles=C1OC[C@H]2S[C@H]3COCO[C@H]3[C@H]2O1 molar_mass_g_mol=204.2 homo_energy_ev=-8.757 lumo_energy_ev=0.73 relative_energy_ev=1.430 homo_lumo_gap_ev=9.4913 total_charge=0
C -3.032 -0.668 -0.295
O -2.826 -0.160 1.086
C -1.606 0.554 1.269
C -1.275 1.222 -0.130
S 0.224 2.283 0.067
C 1.363 0.981 -0.572
C 2.613 0.696 0.176
O 2.894 -0.633 0.000
C 2.116 -1.540 0.673
O 0.791 -1.006 0.552
C 0.594 -0.416 -0.693
C -0.830 0.004 -1.063
O -1.760 -1.059 -0.868
H -3.635 -1.594 -0.290
H -3.540 -0.017 -0.916
H -0.781 -0.173 1.405
H -1.810 1.222 2.124
H -2.270 1.798 -0.434
H 1.646 1.192 -1.611
H 2.638 0.857 1.281
H 3.552 1.291 -0.127
H 2.187 -2.506 0.144
H 2.335 -1.417 1.732
H 1.027 -1.159 -1.359
H -0.616 0.250 -2.150


(4)
63
Properties=species:S:1:pos:R:3 method="wB97M-V/def2-TZVPD" multiplicity=1 smiles=CCO.CCO.CCO.CCO.CCO.CO.CO.CO molar_mass_g_mol=326.5 homo_energy_ev=-9.842 lumo_energy_ev=0.44 relative_energy_ev=5.323 homo_lumo_gap_ev=10.2807 total_charge=0
C 16.760 -22.078 -17.089
C 15.613 -22.412 -16.176
O 14.957 -23.595 -16.534
H 16.519 -22.137 -18.194
H 17.632 -22.725 -16.869
H 17.015 -21.017 -17.104
H 14.883 -21.636 -16.220
H 15.768 -22.321 -15.096
H 14.008 -23.493 -16.825
C 13.665 -21.679 -19.204
C 12.455 -20.921 -19.723
O 12.770 -19.585 -19.909
H 14.385 -21.756 -20.015
H 13.590 -22.697 -18.961
H 14.227 -21.294 -18.315
H 11.665 -20.965 -19.033
H 12.077 -21.365 -20.641
H 12.809 -19.445 -20.840
C 12.116 -25.425 -16.703
C 11.922 -24.098 -16.028
O 12.439 -23.162 -16.942
H 11.760 -25.479 -17.763
H 11.711 -26.244 -16.178
H 13.243 -25.621 -16.766
H 12.597 -24.028 -15.134
H 10.853 -23.996 -15.706
H 12.326 -22.305 -16.498
C 13.667 -22.583 -13.026
C 14.748 -22.198 -11.962
O 14.829 -22.950 -10.813
H 13.614 -23.774 -12.999
H 13.844 -22.179 -14.116
H 12.650 -22.325 -12.819
H 14.710 -21.080 -11.773
H 15.655 -22.430 -12.442
H 15.251 -23.779 -11.104
C 15.406 -18.991 -14.344
C 15.801 -18.595 -15.795
O 15.321 -17.360 -16.298
H 14.388 -19.402 -14.312
H 15.428 -18.145 -13.771
H 16.011 -19.804 -13.964
H 15.619 -19.458 -16.400
H 16.919 -18.558 -15.760
H 16.025 -16.964 -16.836
C 11.511 -20.416 -14.871
O 12.499 -20.713 -15.794
H 11.906 -19.592 -14.194
H 11.225 -21.268 -14.272
H 10.557 -20.183 -15.316
H 12.615 -19.907 -16.245
C 16.806 -25.019 -13.780
O 15.540 -25.584 -14.172
H 17.599 -25.221 -14.523
H 17.038 -25.484 -12.799
H 16.641 -23.980 -13.733
H 15.142 -25.148 -14.968
C 20.025 -20.701 -16.626
O 19.371 -19.792 -15.786
H 19.390 -20.784 -17.528
H 20.134 -21.680 -16.081
H 20.969 -20.241 -16.901
H 19.263 -19.006 -16.344


(5)
58
Properties=species:S:1:pos:R:3 method="wB97M-V/def2-TZVPD" multiplicity=1 molar_mass_g_mol=663.4 homo_energy_ev=-9.671 lumo_energy_ev=-3.29 relative_energy_ev=1.590 homo_lumo_gap_ev=6.3790 total_charge=+1
Sn 0.151 -0.610 -0.759
C -4.376 -0.641 -1.370
C -3.000 -0.460 -1.543
N -2.148 -0.564 -0.543
C -2.578 -0.866 0.709
C -3.944 -1.113 0.957
C -4.837 -0.975 -0.126
C -4.361 -1.507 2.250
C -3.413 -1.684 3.209
C -2.044 -1.424 2.965
C -1.590 -0.941 1.753
N -0.312 -0.529 1.398
C 0.633 -0.016 2.277
C 0.686 -0.123 3.655
C 1.648 0.561 4.431
C 2.599 1.355 3.871
C 2.641 1.455 2.462
C 3.605 2.226 1.781
C 3.627 2.262 0.413
C 2.678 1.506 -0.283
N 1.758 0.792 0.327
C 1.695 0.756 1.680
H -5.044 -0.540 -2.215
H -2.573 -0.241 -2.516
H -5.893 -1.155 0.043
H -5.410 -1.688 2.445
H -3.700 -2.032 4.192
H -1.361 -1.654 3.760
H -0.006 -0.740 4.192
H 1.617 0.437 5.506
H 3.324 1.888 4.472
H 4.333 2.780 2.362
H 4.361 2.844 -0.127
H 2.679 1.469 -1.369
N -0.337 3.474 -2.676
C -0.417 3.892 -1.366
C -0.447 2.757 -0.625
N -0.387 1.658 -1.457
C -0.321 2.121 -2.694
C -0.313 1.291 -3.891
N -0.485 -0.007 -3.855
C -0.443 -0.428 -5.159
C -0.245 0.636 -5.991
N -0.161 1.732 -5.171
H -0.303 4.088 -3.471
H -0.456 4.932 -1.091
H -0.502 2.645 0.447
H -0.557 -1.468 -5.421
H -0.158 0.708 -7.062
H -0.002 2.673 -5.485
S 3.271 -2.595 -0.747
C 2.059 -3.713 -0.293
S 0.593 -4.225 -0.593
C 3.232 -3.868 0.615
C 4.087 -5.025 0.458
N 4.755 -5.949 0.326
C 3.107 -3.316 1.951
N 2.986 -2.838 2.988


(6)
82
Properties=species:S:1:pos:R:3 method="wB97M-V/def2-TZVPD" multiplicity=2 molar_mass_g_mol=837.8 homo_energy_ev="-10.596 / -10.661" lumo_energy_ev="-4.29 / -4.25" relative_energy_ev=0.000 homo_lumo_gap_ev="6.3010 / 6.4139" total_charge=+1
Mo -0.186 0.403 1.039
C -1.120 -2.658 -0.372
N -1.649 -1.538 0.429
C -2.771 -0.945 -0.326
C -2.189 0.138 -1.197
N -1.507 1.064 -0.285
C -1.971 2.382 -0.335
C -2.164 3.064 -1.538
F -1.870 2.467 -2.700
C -2.625 4.369 -1.574
F -2.768 4.987 -2.741
C -2.902 5.044 -0.392
F -3.325 6.301 -0.422
C -2.732 4.388 0.820
F -2.999 5.010 1.964
C -2.284 3.080 0.828
F -2.154 2.453 2.015
C -2.102 -2.034 1.739
C -2.255 -0.871 2.698
N -0.977 -0.158 2.820
C -0.369 -0.088 4.066
C -0.990 -0.264 5.315
F -2.318 -0.442 5.429
C -0.290 -0.211 6.512
F -0.945 -0.406 7.650
C 1.067 0.062 6.542
F 1.727 0.127 7.693
C 1.706 0.305 5.339
F 2.993 0.650 5.303
C 0.991 0.227 4.163
F 1.636 0.612 3.029
H -0.286 -3.130 0.137
H -0.777 -2.295 -1.340
H -1.910 -3.399 -0.533
H -3.479 -0.492 0.370
H -3.298 -1.713 -0.900
H -2.976 0.655 -1.748
H -1.488 -0.266 -1.932
H -1.343 -2.721 2.119
H -3.044 -2.585 1.636
H -2.575 -1.267 3.657
H -3.039 -0.180 2.369
C 5.282 0.885 -0.891
Si 4.234 -0.537 -0.308
C 4.354 -2.034 -1.400
C 4.672 -0.880 1.462
N 2.475 0.019 -0.376
C 2.083 1.192 -1.096
C 2.473 1.326 -2.421
C 2.122 2.443 -3.156
C 1.356 3.437 -2.562
C 0.935 3.294 -1.254
C 1.274 2.173 -0.495
N 0.783 2.045 0.850
Si 1.354 3.340 2.005
C 1.112 5.050 1.295
C 0.390 3.223 3.599
C 3.178 3.017 2.190
H 6.311 0.525 -0.918
H 5.250 1.713 -0.183
H 5.044 1.267 -1.879
H 5.348 -2.473 -1.322
H 4.183 -1.787 -2.448
H 3.632 -2.797 -1.108
H 4.465 -0.014 2.092
H 5.749 -1.057 1.495
H 4.178 -1.748 1.892
H 3.047 0.531 -2.878
H 2.436 2.532 -4.185
H 1.071 4.316 -3.121
H 0.327 4.060 -0.804
H 1.816 5.279 0.498
H 1.299 5.748 2.113
H 0.101 5.246 0.939
H -0.430 2.507 3.573
H -0.046 4.194 3.826
H 1.047 2.957 4.426
H 3.667 3.042 1.215
H 3.382 2.059 2.663
H 3.630 3.797 2.803
S 1.476 -1.817 1.361
C 1.517 -0.514 0.355